Below is one molecule with the formula C2H6N4, with properties calculated with ωB97M-V/def2-TZVPD.

```
12
Properties=species:S:1:pos:R:3:forces:R:3:nbo_charge:R:1
C -0.408163 -0.436803 0.312540 -0.721 -1.236 1.469 0.22
C 1.086206 2.262168 -1.289387 -1.892 -0.663 0.808 -0.19
H -1.585029 -1.730996 1.981701 0.682 -0.616 -0.094 0.33
H -0.830141 -3.196554 1.598537 0.010 1.508 0.494 0.36
H -0.900155 0.150491 1.128199 0.576 -0.173 -0.777 0.17
H 0.629346 -0.239532 -1.351492 1.157 -0.396 -1.162 0.37
H 0.926117 3.354187 -1.149730 0.926 -0.836 -0.354 0.20
H 1.804960 1.810676 -2.082867 -1.415 0.675 1.467 0.18
N -0.668602 -2.167264 1.752024 -0.775 -1.054 -1.510 -0.66
N -0.290281 -1.714420 0.408217 0.041 1.475 0.948 -0.33
N 0.043607 0.280773 -0.760144 -0.878 0.837 1.139 -0.44
N 0.192135 1.627274 -0.547597 2.290 0.478 -2.430 -0.21
```
Positions in Å, forces in eV/Å.

LUMO energy	1.12	eV
relative energy (zero: lowest compared OMol25 entry of this formula, charge and spin)	326.4	kJ/mol
Kohn-Sham gap	9.33	eV
2S+1	1
SMILES string	C=NN/C=N/N

=====

Below is one molecule with the formula C2H6N4, with properties calculated with ωB97M-V/def2-TZVPD.

```
12
Properties=species:S:1:pos:R:3:forces:R:3:nbo_charge:R:1
C -0.622382 0.092286 0.095733 0.583 -0.017 0.241 0.62
N -1.926543 -0.314890 0.010673 -0.418 0.158 -0.059 -0.81
N -0.422341 1.335097 0.649483 -0.139 0.057 0.133 -0.83
C 1.659121 -0.544616 -0.111652 -0.732 -0.410 -0.314 0.23
N 0.299839 -0.685151 -0.328556 -0.648 -0.235 0.503 -0.63
N 2.468907 -0.895899 -1.012589 0.015 -0.293 -1.239 -0.64
H -2.042780 -1.300005 -0.170262 0.076 0.111 0.009 0.41
H -2.589079 0.085078 0.657902 0.118 -0.047 -0.105 0.38
H 0.494051 1.734265 0.530848 -0.086 0.000 -0.067 0.40
H -1.184889 1.993418 0.610675 0.117 -0.036 0.011 0.39
H 1.848678 -1.176408 -1.826630 1.102 0.373 0.875 0.33
H 2.017418 -0.323175 0.894374 0.012 0.340 0.012 0.15
```
Positions in Å, forces in eV/Å.

LUMO energy	0.66	eV
relative energy (zero: lowest compared OMol25 entry of this formula, charge and spin)	46.8	kJ/mol
Kohn-Sham gap	9.40	eV
2S+1	1
SMILES string	[H]/N=C\N=C(N)N

=====

Below is one molecule with the formula C2H6N4, with properties calculated with ωB97M-V/def2-TZVPD.

```
12
Properties=species:S:1:pos:R:3:forces:R:3:nbo_charge:R:1
C -0.125266 0.806109 -0.272605 -0.044 0.405 0.513 -0.03
C 1.202180 0.168501 -0.275594 3.747 -0.809 -0.382 0.12
N -0.621653 1.254763 0.963235 0.155 1.250 0.600 -0.65
N 1.401164 -0.854390 0.450426 0.578 -0.956 0.174 -0.64
N -1.277250 -0.070073 -0.413668 -3.203 -1.285 -0.572 -0.22
N -1.576749 -1.329406 -0.220364 1.781 -0.062 0.024 -0.40
H -0.232687 1.562875 -1.044113 0.217 0.148 -0.131 0.19
H 2.120298 0.637257 -0.857433 -2.127 -0.532 0.823 0.17
H -0.401499 0.564377 1.675603 0.214 -0.227 -0.072 0.33
H 2.357820 -1.332679 0.499767 -1.590 1.523 -0.546 0.37
H -2.135695 0.583669 -0.339751 1.615 -1.588 -0.206 0.42
H -0.710660 -1.991007 -0.165501 -1.344 2.131 -0.227 0.34
```
Positions in Å, forces in eV/Å.

LUMO energy (spin up / spin down)	0.73 / 0.14	eV
relative energy (zero: lowest compared OMol25 entry of this formula, charge and spin)	528.6	kJ/mol
Kohn-Sham gap (spin up / spin down)	9.48 / 7.96	eV
2S+1	1

=====

Below is one molecule with the formula C2H6N4O2, with properties calculated with ωB97M-V/def2-TZVPD.

```
14
Properties=species:S:1:pos:R:3:forces:R:3:nbo_charge:R:1
C 0.606250 0.272055 -0.093333 0.579 0.284 -0.052 0.66
C -1.805614 0.130844 -0.059456 0.612 1.008 0.819 0.89
H 3.209127 0.260076 -0.795608 0.093 -0.061 0.342 0.36
H 2.916210 0.492669 0.799435 -0.101 0.052 -0.200 0.35
H 1.401604 -1.461875 0.448536 0.097 -0.071 -0.349 0.37
H -0.107763 1.987878 -0.002907 -0.033 0.200 -0.130 0.39
H -2.542680 -1.774476 0.130064 0.158 -0.168 -0.187 0.41
H -3.727650 -0.565536 -0.169278 -0.107 0.288 0.126 0.41
N 2.947493 -0.216298 0.066883 -0.663 -0.290 -0.504 -0.64
N 1.607641 -0.693692 -0.181800 1.058 0.708 0.735 -0.47
N 0.789132 1.521975 -0.060763 -0.029 -0.911 0.076 -0.74
N -2.773392 -0.810632 -0.001593 0.381 -0.081 -0.174 -0.83
O -0.547014 -0.477638 -0.086813 -1.939 0.283 0.003 -0.54
O -1.973342 1.334646 0.006638 -0.106 -1.243 -0.506 -0.62
```
Positions in Å, forces in eV/Å.

LUMO energy	0.57	eV
relative energy (zero: lowest compared OMol25 entry of this formula, charge and spin)	8.1	kJ/mol
Kohn-Sham gap	10.33	eV
2S+1	1
SMILES string	[H]/N=C(/NN)OC(N)=O

=====

Below is a 2-piece molecular cluster, C2H6N4O2 overall, with properties calculated with ωB97M-V/def2-TZVPD.

```
14
Properties=species:S:1:pos:R:3:forces:R:3:nbo_charge:R:1
C 0.225964 0.861312 0.303888 0.351 0.154 0.396 0.14
C -0.296577 0.401686 -1.010746 0.702 -0.515 -0.768 0.36
H 0.800239 -2.517668 -1.579253 -0.142 -0.118 0.447 0.31
H -0.850266 -2.000942 -0.412449 0.144 -0.096 -0.531 0.26
H -1.393624 1.461585 1.487513 0.262 -0.113 -0.161 0.39
H -0.702800 2.681124 0.625143 0.098 -0.137 0.024 0.39
H -1.325311 0.724907 -1.242703 -0.100 0.008 0.039 0.13
H 1.096517 1.607096 2.142641 0.099 -0.048 -0.228 0.48
N 0.179124 -3.324954 -1.340521 -0.171 0.470 -0.505 -0.27
N -0.834557 -2.998512 -0.726309 0.137 -0.261 0.611 -0.29
N -0.512954 1.813723 1.118653 0.257 -0.483 -0.470 -0.90
N 1.412885 0.460514 0.641304 -0.933 1.593 1.227 0.02
O 0.351417 -0.234716 -1.820923 -0.617 0.464 0.750 -0.50
O 1.849944 1.064847 1.813761 -0.087 -0.918 -0.832 -0.52
```
Positions in Å, forces in eV/Å.

LUMO energy	-0.83	eV
relative energy (zero: lowest compared OMol25 entry of this formula, charge and spin)	406.4	kJ/mol
Kohn-Sham gap	8.31	eV
2S+1	1
SMILES string	N/C(C=O)=N\O.[H]/N=N\[H]

=====

Below is one molecule with the formula C2H6N4O2, with properties calculated with ωB97M-V/def2-TZVPD.

```
14
Properties=species:S:1:pos:R:3:forces:R:3:nbo_charge:R:1
C -0.362534 -0.442531 -0.114116 3.080 -2.185 0.756 0.56
C 2.044710 -0.870003 0.166937 -0.835 -1.819 2.177 0.30
H 1.173720 1.801949 -0.081715 0.842 0.287 0.535 0.50
H -1.325024 1.304888 -0.534288 2.746 -1.131 -0.005 0.39
H -1.913279 -1.706480 0.359749 0.334 -0.647 0.037 0.40
H -2.374745 0.576947 0.938627 -2.200 -1.730 -3.269 0.46
H 2.828473 -1.448959 0.856260 -2.127 0.410 -1.655 0.16
H 3.386900 0.594017 -0.189916 -1.784 -1.466 0.070 0.37
N -0.307976 0.904087 -0.420763 -3.699 0.832 -0.327 -0.36
N -1.666547 -0.880158 -0.141911 -1.021 -0.076 -0.545 -0.32
N 0.651146 -1.395922 0.105454 -1.058 3.835 0.074 -0.61
N 2.388902 0.225314 -0.310822 1.775 2.610 -1.148 -0.75
O 0.347844 1.793283 0.427437 0.520 -0.280 -0.424 -0.55
O -2.763815 0.054166 0.036395 3.428 1.360 3.726 -0.53
```
Positions in Å, forces in eV/Å.

LUMO energy	0.25	eV
relative energy (zero: lowest compared OMol25 entry of this formula, charge and spin)	532.4	kJ/mol
Kohn-Sham gap	9.28	eV
2S+1	1
SMILES string	[H]/N=C/N=C(NO)NO